C54H56CrN7 | the ωB97M-V functional and the def2-TZVPD basis

```
118
Properties=species:S:1:pos:R:3:forces:R:3:lowdin_spin:R:1
Cr 0.177262 0.201684 -0.084729 0.623 0.285 0.023 2.929
C 0.887568 -5.970004 -2.112929 0.128 -0.090 0.048 0.005
C 1.388004 -5.446296 -0.760331 -0.162 0.062 -0.016 0.009
C 0.683120 -4.196189 -0.338852 0.353 0.420 -0.271 0.073
C -0.606461 -4.097641 0.195139 -0.226 0.207 0.259 0.008
C -1.467019 -5.236304 0.657339 0.163 0.148 0.058 -0.001
C -1.108873 -5.651186 2.092349 -0.093 -0.054 -0.132 0.000
C -0.834195 -2.735776 0.368034 -0.178 -0.547 0.074 0.064
C -2.117152 -2.073601 0.640675 0.122 -0.163 -0.475 0.014
C -2.743563 0.074010 -0.354576 -0.778 0.144 -0.256 0.060
C -3.987399 0.687825 -0.449995 0.173 -0.350 0.134 0.012
C -5.277641 0.013721 -0.802394 0.158 0.030 -0.113 0.000
C -5.492878 -0.120431 -2.315220 -0.062 -0.031 0.136 0.000
C -3.750933 2.036658 -0.151155 0.363 0.239 0.015 0.065
C -2.366007 2.159665 0.083825 -0.475 -0.379 -0.041 0.004
C -1.633925 3.355049 0.179755 0.308 0.370 0.098 0.180
C -0.273126 3.413728 0.030537 -0.351 0.084 0.037 -0.021
N 0.599533 2.336381 -0.035922 -0.030 -0.587 -0.154 0.016
C 1.843379 2.899182 -0.237144 0.328 0.312 0.140 0.088
C 3.059874 2.250462 -0.182903 -0.110 0.044 -0.005 -0.083
C 3.266589 0.883798 -0.081871 0.467 0.043 0.025 0.092
N 2.320294 -0.101431 -0.263280 -0.505 0.191 0.272 0.022
C 3.038903 -1.285073 -0.286619 -0.056 -0.222 -0.326 -0.018
C 2.530716 -2.531102 -0.564307 0.470 0.200 -0.108 0.203
C 1.173036 -2.873798 -0.448603 -0.489 -0.506 0.267 0.003
N 0.205417 -1.977579 -0.050766 0.140 0.407 -0.025 0.010
C 4.432400 -1.036017 -0.033575 0.003 0.058 0.075 0.078
C 4.571665 0.316169 0.113605 -0.189 0.040 -0.134 -0.024
C 5.798338 1.099523 0.470108 -0.116 -0.036 0.089 -0.007
C 5.725601 1.695239 1.883126 0.081 -0.036 -0.116 -0.003
C 5.446097 -2.098482 0.254006 -0.131 0.033 0.083 0.012
C 5.290229 -2.619569 1.689700 0.096 -0.046 -0.090 0.007
C 1.750055 4.332647 -0.354690 -0.144 -0.143 -0.053 -0.027
C 0.438847 4.652777 -0.165818 0.138 -0.011 -0.010 0.072
C -0.187335 6.011964 -0.151444 0.060 -0.102 0.165 0.012
C -0.362719 6.539415 1.278049 -0.013 0.066 -0.111 0.006
C 2.877355 5.232341 -0.760868 -0.116 -0.118 -0.081 -0.007
C 3.224498 5.051059 -2.244788 0.070 0.089 0.086 -0.003
N -1.763263 0.932048 -0.021500 0.140 -0.030 0.006 0.006
C -4.735137 3.164395 -0.170108 0.099 -0.061 0.162 0.010
C -5.201676 3.587609 1.227450 -0.015 0.072 -0.123 0.005
H 1.338566 -6.940304 -2.344004 -0.029 0.007 -0.062 0.001
H 1.140960 -5.273048 -2.913346 -0.030 0.041 0.020 0.000
H -0.197479 -6.086900 -2.105589 -0.005 0.000 -0.006 0.000
H 2.461054 -5.258185 -0.833048 0.032 -0.081 0.069 0.000
H 1.247125 -6.231189 -0.007953 0.053 -0.002 0.012 0.002
H -1.328343 -6.090778 -0.011293 -0.068 -0.017 -0.001 0.000
H -2.526667 -4.963188 0.623191 -0.023 -0.065 -0.075 0.000
H -0.029728 -5.782996 2.182813 0.002 -0.030 0.015 0.000
H -1.600958 -6.586037 2.377285 -0.012 0.036 0.050 0.000
H -1.404905 -4.867568 2.792025 0.023 -0.004 0.025 0.000
H -2.880348 -2.853158 0.733307 0.039 -0.001 0.195 0.000
H -6.110385 0.576177 -0.370087 -0.040 -0.078 0.048 0.000
H -5.289732 -0.985815 -0.355602 -0.045 0.007 0.012 0.000
H -5.620307 0.862506 -2.773067 0.033 -0.005 -0.028 0.000
H -6.379879 -0.723521 -2.531573 -0.004 0.044 -0.059 0.000
H -4.629254 -0.600538 -2.777291 0.002 -0.006 -0.020 0.000
H -2.186524 4.283732 0.242038 0.029 0.001 -0.022 0.015
H 3.942180 2.878095 -0.208766 0.005 -0.030 0.010 -0.007
H 3.242936 -3.328249 -0.734372 -0.039 -0.018 0.101 0.014
H 5.946690 1.906286 -0.255677 0.035 0.005 0.016 -0.001
H 6.674523 0.449893 0.405351 0.026 0.033 -0.068 0.000
H 4.825952 2.300107 1.992847 -0.011 0.020 0.021 0.000
H 6.595529 2.323661 2.093622 -0.011 -0.022 0.033 0.000
H 5.687345 0.895456 2.625726 -0.010 0.020 0.018 0.000
H 6.454841 -1.698966 0.122183 0.010 -0.030 -0.057 0.001
H 5.335224 -2.935524 -0.440372 0.053 0.024 -0.045 0.002
H 5.409214 -1.800533 2.401668 0.003 -0.006 0.011 0.000
H 6.033045 -3.388982 1.919411 -0.026 -0.003 0.019 0.001
H 4.293451 -3.040721 1.826263 0.001 0.001 0.014 0.001
H -1.161288 5.972240 -0.645214 0.011 0.061 -0.051 0.003
H 0.434820 6.708251 -0.719784 -0.032 0.007 -0.027 0.001
H -1.032467 5.888445 1.841005 0.015 0.002 0.028 0.000
H -0.772514 7.553343 1.281776 -0.025 -0.024 0.025 0.001
H 0.600397 6.556117 1.791182 -0.007 0.002 0.022 0.000
H 3.768382 5.032801 -0.158189 -0.010 0.043 0.039 -0.001
H 2.592979 6.271882 -0.582255 0.064 0.016 0.058 0.000
H 3.493068 4.013420 -2.444740 0.001 -0.004 -0.011 0.000
H 4.063384 5.688794 -2.538111 -0.027 -0.007 -0.026 0.000
H 2.362295 5.300296 -2.866225 0.007 0.002 -0.009 0.000
H -5.605277 2.871837 -0.765133 -0.006 0.060 -0.041 0.001
H -4.280421 4.028216 -0.666649 -0.087 0.019 -0.054 0.003
H -5.696941 2.756041 1.731963 0.012 0.003 0.033 0.000
H -5.898930 4.429386 1.172146 -0.021 -0.022 0.045 0.001
H -4.348175 3.892137 1.835339 0.006 -0.040 0.020 0.000
C 0.920474 0.749494 4.015091 -0.234 -0.038 0.738 0.000
C 0.944357 0.561574 2.639138 -0.062 -0.142 -0.747 0.018
N -0.006414 -0.050396 1.953214 0.181 0.148 0.722 -0.008
C -1.099958 -0.564365 2.609557 -0.140 0.100 0.412 0.002
C -1.230285 -0.310744 4.013485 0.128 -0.042 -0.274 -0.001
C -0.182951 0.331477 4.704369 0.362 0.135 -0.374 0.012
C -2.384998 -0.684885 4.727633 -0.370 -0.169 -0.049 0.008
C -3.419659 -1.294344 4.079330 0.199 0.205 0.423 -0.001
C -3.271822 -1.614883 2.728649 0.327 0.047 -0.361 0.010
C -2.141324 -1.331004 1.981492 -0.594 -0.051 -0.017 0.001
N -2.453481 -1.269941 -0.554403 0.299 0.269 0.098 0.020
C -1.976724 -1.650176 -1.832071 -0.430 -0.500 0.175 0.002
C -2.557345 -2.781751 -2.378878 0.241 0.330 0.241 0.006
C -2.315187 -3.198432 -3.688855 0.163 0.056 -0.337 -0.001
C -1.509672 -2.443115 -4.494712 -0.147 -0.236 -0.047 0.004
C -0.849072 -1.311794 -3.978421 -0.067 0.120 0.273 -0.001
C 0.003274 -0.548143 -4.801455 0.208 0.264 0.290 0.010
C 0.696113 0.500822 -4.264812 -0.156 -0.256 -0.684 0.000
C 0.591361 0.736286 -2.896431 -0.047 0.060 0.669 0.014
N -0.192997 0.048502 -2.090014 -0.053 -0.087 -0.837 -0.008
C -1.005265 -0.934345 -2.610981 0.062 -0.188 -0.273 0.002
H 1.745826 1.244485 4.506815 0.017 0.009 -0.048 0.000
H 1.772599 0.943544 2.051650 -0.012 -0.004 -0.006 0.002
H -0.269334 0.488788 5.772276 -0.053 0.009 0.013 0.001
H -2.435053 -0.463599 5.786849 0.011 0.003 0.004 0.000
H -4.322658 -1.566637 4.610302 -0.020 0.019 -0.028 0.000
H -4.077643 -2.146420 2.237612 0.039 -0.051 -0.022 0.001
H -3.252715 -3.330446 -1.756550 -0.039 0.035 0.007 0.001
H -2.803997 -4.082715 -4.077860 0.005 -0.012 0.026 0.000
H -1.348309 -2.705242 -5.533858 -0.008 -0.007 0.010 0.000
H 0.108963 -0.819415 -5.844767 -0.018 0.009 -0.020 0.000
H 1.345491 1.115358 -4.871985 0.044 0.017 0.068 0.000
H 1.195462 1.502681 -2.423576 0.027 -0.035 0.046 0.001
```
Forces are in eV/Å.

As for the LUMO energy (spin up / spin down): 2.02 / 1.95 eV. As for the charge: -1. The spin multiplicity is 5.